(1)
DFT (ωB97M-V with the def2-TZVPD basis set) results for a molecular structure, C37H37N3O2PSSc.

## Properties
**Lowest unoccupied orbital energy**: -4.9 eV
**Net charge**: +2

Each line ends with the Mulliken charge.
Positions of all 82 atoms, in Å:
Sc: -0.22 -0.46 0.27  -0.274
C: -4.73 -0.40 0.89  -1.164
C: -4.79 1.10 0.80  1.003
C: -6.01 1.73 0.60  -0.710
C: -6.11 3.12 0.54  -0.808
C: -4.98 3.90 0.67  -0.788
C: -3.75 3.29 0.87  -0.965
C: -3.65 1.90 0.94  0.809
P: -2.07 1.12 1.31  1.562
C: -0.74 2.32 1.00  0.802
C: -0.31 2.27 -0.33  -0.373
C: 0.70 3.09 -0.82  -0.848
C: 1.30 3.98 0.06  -0.964
C: 0.90 4.03 1.39  -0.814
C: -0.11 3.22 1.89  0.344
C: -0.49 3.34 3.34  -1.115
C: -2.15 0.59 3.02  0.337
C: -3.12 1.06 3.91  -0.535
C: -3.23 0.50 5.17  -0.734
C: -2.39 -0.56 5.53  -0.690
C: -1.43 -1.02 4.64  -0.809
C: -1.29 -0.45 3.37  0.576
C: -0.20 -0.90 2.43  -1.567
H: -5.67 -0.85 0.59  0.450
H: -4.51 -0.73 1.91  0.345
H: -3.95 -0.79 0.24  -0.074
H: -6.91 1.13 0.49  0.454
H: -7.08 3.58 0.38  0.404
H: -5.05 4.98 0.62  0.469
H: -2.86 3.90 0.97  0.417
H: -0.84 1.62 -1.03  0.616
H: 1.00 3.05 -1.86  0.422
H: 2.08 4.64 -0.29  0.441
H: 1.38 4.73 2.06  0.465
H: 0.22 3.97 3.87  0.482
H: -0.54 2.38 3.84  0.177
H: -1.48 3.80 3.45  0.286
H: -3.79 1.86 3.62  0.515
H: -3.98 0.86 5.86  0.463
H: -2.49 -1.02 6.50  0.416
H: -0.77 -1.83 4.94  0.517
H: 0.06 -1.95 2.60  0.732
H: 0.73 -0.35 2.68  0.458
C: 4.02 -1.47 -3.98  -0.900
N: 3.12 -1.19 -2.88  0.019
C: 3.22 -1.85 -1.58  -0.509
C: 2.03 -1.25 -0.89  0.595
O: 1.63 -1.47 0.27  -0.602
N: 1.37 -0.40 -1.69  -0.085
C: 2.05 -0.40 -2.87  0.494
N: 1.64 0.33 -3.90  -0.350
H: 5.05 -1.27 -3.68  0.311
H: 3.79 -0.84 -4.84  0.324
H: 3.93 -2.51 -4.29  0.327
H: 4.14 -1.60 -1.06  0.385
H: 3.13 -2.94 -1.65  0.344
H: 0.85 0.95 -3.76  0.198
H: 2.16 0.41 -4.75  0.168
O: -1.29 -1.68 -0.89  0.055
S: -1.82 -3.12 -0.55  -0.111
C: -0.90 -4.13 -1.69  0.795
C: -0.80 -5.48 -1.39  -0.415
C: -0.12 -6.30 -2.28  -0.706
C: 0.46 -5.77 -3.42  -0.571
C: 0.36 -4.41 -3.69  -0.747
C: -0.32 -3.57 -2.82  -0.233
C: -3.45 -3.17 -1.20  0.463
C: -3.77 -2.52 -2.38  -0.083
C: -5.07 -2.61 -2.85  -0.847
C: -6.01 -3.35 -2.14  -0.500
C: -5.67 -3.99 -0.95  -0.708
C: -4.38 -3.90 -0.46  -0.200
H: -1.25 -5.89 -0.49  0.485
H: -0.04 -7.36 -2.07  0.433
H: 0.98 -6.41 -4.11  0.442
H: 0.80 -4.00 -4.59  0.501
H: -0.42 -2.51 -3.02  0.332
H: -3.02 -1.95 -2.92  0.368
H: -5.35 -2.11 -3.76  0.443
H: -7.02 -3.41 -2.51  0.445
H: -6.42 -4.55 -0.41  0.438
H: -4.10 -4.37 0.47  0.474

---

(2)
DFT (ωB97M-V with the def2-TZVPD basis set) results for a molecular structure, C31H49CaN2O2P2.

## Properties
**Lowest unoccupied orbital energy**: -2.9 eV
**Net charge**: +1

Each line ends with the Mulliken charge.
Positions of all 87 atoms, in Å:
C: 0.82 -2.24 -0.08  -0.646
C: 1.41 -0.79 -1.86  0.514
C: 1.20 -3.37 -0.81  -0.894
C: 1.95 -1.91 -2.56  -1.023
C: 1.82 -3.19 -2.05  -0.757
H: 1.02 -4.36 -0.38  0.473
H: 2.44 -1.71 -3.51  0.479
H: 2.19 -4.05 -2.60  0.405
N: 0.93 -0.99 -0.58  1.278
P: 0.92 -1.12 2.52  1.110
P: 0.43 1.92 -2.12  0.480
C: 0.23 -2.37 1.33  -0.526
H: -0.86 -2.21 1.26  0.238
H: 0.34 -3.39 1.73  0.522
C: 1.37 0.49 -2.49  -0.932
H: 1.97 0.55 -3.41  0.184
C: -1.08 1.77 -3.34  1.730
C: 1.63 3.39 -2.50  1.722
C: -0.34 -1.13 3.95  1.647
C: 2.59 -1.92 2.93  1.639
C: -2.24 2.61 -2.76  -1.550
H: -1.97 3.66 -2.65  0.284
H: -3.11 2.54 -3.43  0.483
H: -2.55 2.23 -1.77  0.176
C: -0.71 2.25 -4.74  -2.006
H: -0.48 3.32 -4.79  0.329
H: 0.13 1.67 -5.15  0.373
H: -1.57 2.07 -5.41  0.538
C: -1.50 0.30 -3.45  -1.309
H: -2.40 0.22 -4.08  0.664
H: -0.71 -0.31 -3.90  0.337
H: -1.74 -0.13 -2.47  -0.392
C: 0.82 4.70 -2.42  -1.711
H: 0.32 4.81 -1.44  0.245
H: 1.52 5.55 -2.54  0.502
H: 0.07 4.78 -3.21  0.266
C: 2.74 3.42 -1.43  -1.668
H: 2.35 3.60 -0.42  0.156
H: 3.33 2.49 -1.42  0.246
H: 3.43 4.25 -1.67  0.571
C: 2.30 3.26 -3.87  -1.779
H: 1.60 3.25 -4.70  0.273
H: 2.94 4.15 -4.01  0.538
H: 2.95 2.38 -3.93  0.336
C: 3.19 -1.17 4.14  -1.699
H: 4.19 -1.59 4.34  0.506
H: 3.31 -0.10 3.95  0.222
H: 2.59 -1.31 5.05  0.293
C: 3.52 -1.77 1.71  -1.472
H: 3.19 -2.39 0.87  0.347
H: 3.60 -0.73 1.37  0.066
H: 4.53 -2.10 2.01  0.515
C: 2.49 -3.42 3.24  -1.796
H: 3.51 -3.77 3.48  0.529
H: 1.86 -3.63 4.11  0.284
H: 2.14 -4.00 2.38  0.317
C: -1.77 -1.03 3.39  -1.852
H: -2.08 -1.94 2.86  0.351
H: -2.47 -0.90 4.23  0.606
H: -1.90 -0.17 2.71  0.147
C: -0.07 0.09 4.85  -1.605
H: -0.20 1.04 4.30  0.220
H: -0.80 0.08 5.68  0.491
H: 0.94 0.08 5.29  0.305
C: -0.21 -2.41 4.78  -2.010
H: -0.33 -3.32 4.17  0.306
H: 0.73 -2.46 5.34  0.348
H: -1.02 -2.41 5.53  0.551
Ca: 0.40 1.05 0.65  1.997
C: 2.74 1.42 1.69  0.081
O: 3.71 1.90 2.09  -0.193
N: -1.72 0.52 0.11  -0.966
C: -2.61 -0.14 -0.32  0.161
C: -3.85 -0.79 -0.57  0.678
C: -4.96 -0.46 0.23  -0.372
C: -3.97 -1.76 -1.58  -0.170
C: -6.19 -1.07 0.00  -0.677
H: -4.83 0.26 1.04  0.424
C: -5.22 -2.35 -1.83  -0.760
H: -3.09 -2.06 -2.16  0.464
C: -6.33 -1.99 -1.05  -0.344
H: -7.05 -0.82 0.64  0.394
H: -5.31 -3.10 -2.62  0.398
H: -7.30 -2.45 -1.26  0.397
O: 0.14 3.27 1.56  -0.493
H: -0.69 3.79 1.59  0.216
H: 0.73 3.68 2.20  0.254